ORCA calculation (the ωB97M-V functional and the def2-TZVPD basis) on an isolated molecule of C5H12O in a non-equilibrium geometry.

Geometry (Å):
C: 0.315 1.685 -0.705
O: 1.377 1.057 -1.328
C: -0.375 0.807 0.306
C: -0.524 -0.715 0.182
C: 0.772 -1.549 0.337
C: -1.577 -1.250 1.195
H: 0.624 2.616 -0.127
H: -0.294 2.057 -1.538
H: 1.275 0.898 -2.212
H: -0.072 1.165 1.345
H: -1.413 1.240 0.268
H: -0.910 -0.791 -0.805
H: 1.163 -2.205 -0.460
H: 0.591 -2.095 1.282
H: 1.729 -0.878 0.445
H: -0.988 -1.518 2.088
H: -2.381 -0.540 1.515
H: -2.007 -2.269 0.939

Properties
- Kohn-Sham gap: 10.9825 eV
- LUMO energy: 0.0340 hartree
- HOMO: -10.06 eV
- Charge: 0